(1)
{"formula": "C20H35N5O6S2Se2W", "method": "the ωB97M-V functional and the def2-TZVPD basis", "multiplicity": 1, "energy_ev": -195219.3255, "molar_mass_g_mol": 847.4, "relative_energy_kcal_mol": 14.6, "total_charge": 2, "e_homo_ev": [-13.118, -13.118], "species": ["W", "C", "C", "C", "C", "C", "C", "C", "S", "O", "O", "N", "C", "C", "O", "O", "H", "H", "H", "H", "H", "H", "H", "H", "H", "N", "C", "C", "C", "N", "H", "H", "H", "H", "H", "H", "H", "H", "H", "H", "O", "C", "C", "C", "O", "C", "Se", "C", "Se", "H", "H", "H", "H", "H", "H", "H", "H", "H", "H", "S", "C", "N", "C", "C", "N", "H", "H", "H", "H", "H", "H"], "xyz": [[0.523, 0.155, 0.321], [3.193, -6.384, -2.564], [3.068, -5.127, -1.756], [3.731, -3.960, -2.142], [3.659, -2.811, -1.378], [2.894, -2.834, -0.215], [2.216, -3.974, 0.195], [2.308, -5.113, -0.585], [2.881, -1.394, 0.766], [2.454, -0.291, -0.218], [4.124, -1.144, 1.402], [1.569, -1.392, 1.665], [1.764, -0.928, 3.039], [1.250, 0.498, 3.164], [0.956, 1.039, 4.175], [1.101, 1.069, 1.929], [3.568, -6.183, -3.565], [2.236, -6.900, -2.645], [3.890, -7.068, -2.077], [4.322, -3.957, -3.048], [4.186, -1.914, -1.679], [1.632, -3.967, 1.105], [1.789, -6.012, -0.275], [2.817, -0.925, 3.328], [1.238, -1.560, 3.755], [-1.117, -0.562, 1.744], [-1.986, 0.429, 2.464], [-3.009, 1.043, 1.523], [-2.406, 1.422, 0.174], [-0.971, 1.800, 0.367], [-1.733, -1.245, 1.302], [-0.616, -1.110, 2.442], [-1.339, 1.187, 2.906], [-2.481, -0.096, 3.280], [-3.400, 1.933, 2.016], [-3.851, 0.365, 1.371], [-2.934, 2.273, -0.255], [-2.452, 0.606, -0.546], [-0.921, 2.404, 1.224], [-0.705, 2.444, -0.372], [-2.715, -0.761, -2.548], [-2.020, -1.178, -3.719], [-0.538, -0.810, -3.607], [0.082, -1.053, -4.999], [1.472, -0.829, -4.892], [0.210, -1.757, -2.660], [-0.517, -1.697, -0.834], [-0.390, 0.693, -3.272], [0.987, 1.150, -1.932], [-3.652, -0.949, -2.667], [-2.442, -0.692, -4.604], [-2.113, -2.261, -3.853], [-0.385, -0.376, -5.720], [-0.130, -2.081, -5.314], [1.831, -0.551, -5.741], [1.264, -1.507, -2.589], [0.095, -2.792, -2.979], [-1.342, 1.162, -3.041], [0.057, 1.210, -4.120], [-0.342, 3.852, 2.710], [-1.280, 5.085, 3.375], [-1.011, 5.674, 4.538], [-1.948, 6.741, 4.880], [-2.848, 6.797, 3.627], [-2.387, 5.641, 2.851], [-0.266, 5.348, 5.130], [-1.423, 7.678, 5.051], [-2.513, 6.489, 5.777], [-2.709, 7.722, 3.067], [-3.901, 6.697, 3.878], [-2.574, 5.540, 1.870]], "forces_ev_per_angstrom": [[0.275, -0.292, 0.720], [0.004, -0.009, -0.004], [-0.013, 0.020, 0.020], [-0.007, -0.003, 0.009], [0.016, 0.008, -0.033], [0.008, 0.078, 0.075], [-0.049, 0.001, 0.024], [0.008, -0.009, -0.029], [0.074, -0.153, -0.122], [0.034, 0.236, -0.122], [-0.019, -0.036, 0.057], [-0.210, 0.265, -0.217], [0.019, 0.015, 0.040], [0.060, -0.076, 0.238], [0.082, -0.010, -0.049], [-0.446, 0.122, -0.572], [-0.001, 0.005, 0.002], [0.000, 0.002, 0.009], [0.000, -0.003, -0.006], [0.004, -0.001, 0.002], [0.009, -0.010, -0.001], [0.010, -0.007, 0.000], [0.003, -0.001, 0.002], [-0.003, -0.009, 0.002], [-0.030, -0.008, -0.023], [0.006, -0.134, -0.044], [0.080, -0.025, 0.028], [-0.051, 0.023, 0.049], [0.045, -0.016, 0.013], [-0.113, -0.083, -0.334], [0.002, 0.037, -0.050], [0.031, 0.010, -0.026], [0.000, 0.000, -0.010], [-0.016, 0.026, 0.009], [-0.019, -0.028, 0.026], [-0.002, 0.008, -0.026], [-0.026, -0.007, 0.015], [-0.019, 0.022, -0.017], [0.254, -0.076, -0.011], [0.011, -0.020, -0.018], [-0.010, -0.004, -0.014], [0.026, -0.005, -0.093], [0.070, -0.031, -0.052], [0.033, -0.021, 0.051], [-0.003, 0.119, 0.019], [-0.237, 0.107, 0.110], [0.141, 0.210, 0.026], [0.032, 0.218, 0.114], [0.131, -0.325, 0.161], [-0.002, -0.014, 0.012], [-0.005, 0.023, 0.017], [-0.001, 0.003, -0.022], [-0.009, 0.006, 0.013], [0.022, -0.001, -0.019], [0.004, -0.082, -0.023], [0.028, -0.059, -0.010], [-0.047, -0.003, 0.014], [-0.016, -0.068, 0.120], [-0.132, 0.026, -0.053], [0.054, -0.020, 0.000], [-0.095, 0.063, 0.017], [-0.005, -0.010, -0.030], [0.002, 0.005, 0.007], [-0.010, -0.004, -0.003], [0.019, 0.011, 0.013], [0.008, 0.014, -0.002], [-0.007, 0.002, 0.020], [-0.001, -0.021, -0.006], [0.023, -0.006, -0.006], [-0.005, 0.020, -0.009], [-0.020, -0.011, 0.003]]}

(2)
{"formula": "C3H3ClN2O2S", "method": "the ωB97M-V functional and the def2-TZVPD basis", "multiplicity": 1, "energy_ev": -33586.4185, "molar_mass_g_mol": 166.6, "relative_energy_kcal_mol": 47.9, "total_charge": 0, "e_homo_ev": -8.737, "species": ["C", "C", "C", "N", "N", "O", "O", "S", "Cl", "H", "H", "H"], "xyz": [[-0.207, 0.779, -0.061], [-0.803, -0.405, 0.000], [1.794, -0.363, -0.055], [1.099, 0.903, -0.177], [-2.124, -0.844, 0.086], [-3.011, -0.018, 0.101], [-2.272, -2.053, 0.138], [0.478, -1.672, -0.091], [-1.349, 2.851, 0.160], [2.470, -0.523, -0.897], [2.351, -0.442, 0.887], [1.573, 1.787, -0.092]], "forces_ev_per_angstrom": [[-2.814, 3.194, 0.530], [1.304, -0.331, -0.068], [0.300, -0.745, 0.098], [0.464, 0.704, -0.100], [-0.580, 0.358, 0.092], [-0.278, 0.123, 0.010], [-0.069, -0.319, -0.020], [-0.097, 0.387, -0.070], [2.059, -3.554, -0.436], [-0.053, 0.060, 0.103], [-0.091, 0.136, -0.150], [-0.146, -0.012, 0.011]]}

(3)
{"formula": "C29H58N3O6", "method": "the ωB97M-V functional and the def2-TZVPD basis", "multiplicity": 3, "energy_ev": -47753.8679, "molar_mass_g_mol": 544.8, "total_charge": 1, "e_homo_ev": [-11.050, -11.758], "species": ["C", "C", "O", "O", "C", "C", "C", "C", "C", "C", "O", "O", "C", "C", "N", "C", "H", "H", "H", "H", "H", "H", "H", "H", "H", "H", "H", "H", "H", "H", "H", "H", "H", "H", "H", "H", "H", "H", "C", "C", "C", "C", "C", "C", "N", "O", "C", "C", "C", "H", "H", "H", "H", "H", "H", "H", "H", "H", "H", "H", "H", "H", "H", "H", "H", "H", "H", "C", "C", "C", "C", "C", "C", "N", "O", "C", "C", "C", "H", "H", "H", "H", "H", "H", "H", "H", "H", "H", "H", "H", "H", "H", "H", "H", "H", "H"], "xyz": [[7.404, -0.727, 2.792], [7.123, 0.675, 2.039], [7.991, 1.010, 1.195], [5.995, 1.452, 2.382], [5.419, 2.124, 1.229], [4.308, 3.167, 1.733], [2.835, 2.874, 1.113], [2.332, 1.389, 1.404], [0.794, 1.224, 1.793], [-0.053, 2.447, 2.372], [0.614, 2.864, 3.615], [-0.386, 3.314, 4.446], [0.010, 0.605, 0.502], [0.349, -0.986, 0.700], [0.917, -1.168, 2.107], [0.392, 0.033, 2.836], [6.937, -0.763, 3.828], [8.539, -0.867, 2.904], [6.999, -1.560, 2.117], [5.024, 1.383, 0.447], [6.244, 2.749, 0.722], [4.247, 3.257, 2.877], [4.603, 4.215, 1.356], [2.164, 3.711, 1.481], [2.919, 2.987, -0.028], [2.954, 0.824, 2.197], [2.491, 0.791, 0.429], [-1.097, 2.098, 2.657], [-0.054, 3.353, 1.659], [-0.208, 2.912, 5.324], [0.308, 1.018, -0.538], [-1.133, 0.593, 0.633], [1.141, -1.398, -0.025], [-0.613, -1.632, 0.780], [0.522, -1.963, 2.637], [1.942, -1.267, 2.170], [-0.746, -0.030, 2.667], [0.655, 0.175, 3.933], [0.079, 0.136, -6.052], [-0.137, 1.182, -4.924], [-0.570, 2.540, -5.521], [0.565, 3.341, -6.148], [1.746, 3.458, -5.189], [2.226, 2.086, -4.674], [1.109, 1.271, -4.104], [0.781, 1.804, -2.902], [2.919, 1.327, -5.830], [3.369, 2.307, -3.652], [-1.350, 0.632, -4.126], [0.875, -0.569, -5.797], [-0.811, -0.475, -6.222], [0.320, 0.598, -7.011], [-1.018, 3.160, -4.735], [-1.355, 2.386, -6.268], [0.882, 2.884, -7.091], [0.208, 4.343, -6.403], [2.567, 3.980, -5.691], [1.454, 4.095, -4.348], [3.225, 0.325, -5.515], [3.820, 1.855, -6.154], [2.305, 1.227, -6.723], [3.066, 2.934, -2.808], [4.217, 2.812, -4.122], [3.732, 1.353, -3.256], [-1.112, -0.326, -3.654], [-2.206, 0.473, -4.787], [-1.691, 1.324, -3.351], [-4.295, -4.685, 4.137], [-3.748, -3.305, 3.677], [-4.758, -2.184, 4.007], [-5.948, -2.112, 3.058], [-5.487, -2.092, 1.604], [-4.553, -3.271, 1.265], [-3.409, -3.382, 2.223], [-2.538, -2.383, 1.944], [-5.377, -4.580, 1.247], [-4.075, -3.125, -0.201], [-2.504, -3.074, 4.577], [-3.965, -5.489, 3.473], [-3.935, -4.959, 5.131], [-5.384, -4.705, 4.190], [-4.251, -1.212, 3.977], [-5.124, -2.302, 5.032], [-6.630, -2.951, 3.232], [-6.526, -1.206, 3.264], [-6.364, -2.107, 0.948], [-4.981, -1.141, 1.408], [-4.735, -5.446, 1.063], [-6.124, -4.554, 0.449], [-5.936, -4.762, 2.163], [-3.559, -2.180, -0.387], [-4.923, -3.153, -0.890], [-3.401, -3.942, -0.478], [-1.730, -3.823, 4.385], [-2.776, -3.140, 5.634], [-2.066, -2.080, 4.440]], "forces_ev_per_angstrom": [[-0.334, 0.776, 0.104], [3.268, -0.048, -1.349], [-3.732, -0.619, 2.572], [1.075, -1.912, -1.235], [0.249, 1.989, -0.647], [-0.588, 0.315, -0.541], [1.220, 0.203, -0.156], [-0.154, -0.690, 0.088], [-2.353, -0.331, -0.123], [1.214, 0.406, -0.328], [0.749, -1.304, -1.947], [-1.555, 0.769, 1.763], [-0.026, -1.264, 0.712], [-0.301, -0.772, -1.038], [-0.305, -0.052, 1.539], [-0.367, 2.140, -1.154], [0.396, -0.028, -1.421], [-1.839, 0.409, -0.380], [0.494, 1.206, 1.057], [0.461, 0.862, 1.304], [-1.201, -1.209, 0.709], [0.203, -0.489, -1.677], [-0.401, -1.629, 0.609], [0.594, -1.322, -0.324], [-0.213, -0.099, 1.671], [-0.629, 1.256, -0.951], [-0.249, 0.839, 1.518], [1.245, 0.560, -0.596], [-0.305, -1.478, 0.997], [0.164, 0.148, -0.768], [-0.380, -0.753, 1.812], [1.720, 0.687, -0.266], [-1.523, 0.540, 1.001], [1.642, 1.116, -0.810], [0.150, -0.041, -0.940], [-0.449, 0.381, -0.242], [1.709, -0.150, 0.866], [0.031, -0.520, -1.616], [0.274, -0.085, -0.224], [-1.266, -1.412, -1.217], [0.263, 0.422, 0.180], [0.096, -0.040, -0.098], [-0.461, 0.030, 0.032], [2.004, -0.066, -0.924], [-1.529, 3.172, 2.512], [0.783, -1.512, -1.522], [-0.190, -0.180, -0.227], [-0.528, -0.048, 0.507], [0.422, 0.355, 0.643], [-0.035, 0.167, -0.015], [-0.035, 0.249, 0.116], [0.093, -0.038, 0.063], [0.064, -0.187, 0.109], [0.069, -0.251, 0.161], [0.011, -0.001, 0.060], [0.000, -0.116, -0.006], [0.079, -0.257, 0.130], [0.007, -0.178, 0.119], [-0.073, 0.089, 0.012], [-0.123, 0.068, 0.236], [-0.050, -0.052, 0.099], [-0.141, -0.142, -0.091], [-0.234, -0.121, -0.193], [-0.083, 0.043, -0.053], [0.042, 0.053, -0.041], [0.315, 0.052, -0.162], [0.234, -0.068, -0.012], [-0.209, -0.258, -0.142], [-0.061, -1.230, 1.914], [-0.118, 0.333, -0.413], [-0.096, -0.100, -0.049], [0.149, 0.201, 0.446], [-1.312, -1.134, -1.534], [1.070, 4.288, -0.216], [-0.697, -2.024, 0.239], [-0.050, -0.182, 0.320], [0.609, 0.307, 0.304], [0.283, 0.323, -0.708], [-0.077, 0.155, 0.008], [-0.005, 0.265, -0.069], [0.056, -0.034, -0.100], [0.160, -0.131, -0.056], [0.241, -0.189, -0.072], [0.054, 0.022, -0.030], [0.048, -0.106, 0.031], [0.218, -0.211, -0.068], [0.176, -0.106, -0.023], [-0.016, 0.111, 0.038], [0.210, 0.191, 0.008], [0.117, 0.007, 0.016], [0.019, -0.109, 0.170], [-0.049, -0.084, 0.319], [-0.047, 0.065, 0.083], [-0.080, -0.003, -0.020], [-0.223, -0.111, -0.237], [-0.060, -0.097, -0.166]]}

(4)
{"formula": "C5H14NOS", "method": "the ωB97M-V functional and the def2-TZVPD basis", "multiplicity": 1, "energy_ev": -19786.0081, "molar_mass_g_mol": 136.2, "relative_energy_kcal_mol": 5.7, "total_charge": -1, "e_homo_ev": -2.809, "species": ["C", "N", "C", "C", "S", "C", "C", "H", "H", "H", "H", "H", "H", "H", "H", "H", "H", "H", "H", "H", "H", "O"], "xyz": [[2.107, -0.706, -1.075], [0.956, 0.159, -1.143], [-0.274, -0.314, -0.482], [-1.405, 0.655, -0.764], [-3.081, -0.118, -0.621], [-0.132, -0.575, 1.014], [3.126, -0.386, 0.037], [1.751, -1.728, -1.002], [2.685, -0.669, -2.013], [1.187, 1.109, -0.883], [-0.502, -1.274, -0.951], [-1.434, 1.448, -0.020], [-1.281, 1.078, -1.758], [0.101, 0.362, 1.536], [0.696, -1.254, 1.209], [-1.089, -0.953, 1.371], [2.640, -0.294, 1.007], [3.872, -1.184, 0.080], [3.658, 0.532, -0.218], [-5.306, 1.410, 1.547], [-3.851, 1.105, 1.246], [-4.424, 1.599, 1.883]], "forces_ev_per_angstrom": [[0.563, 0.278, 0.031], [-0.020, 0.040, -0.195], [0.384, 0.052, -0.026], [-1.018, -0.385, 0.125], [0.230, 0.002, 0.023], [0.104, 0.431, -0.149], [-0.187, -0.356, -0.326], [-0.078, -0.239, 0.176], [-0.221, 0.030, -0.053], [-0.072, 0.056, 0.103], [-0.163, 0.019, -0.152], [0.477, 0.336, -0.021], [0.067, 0.066, -0.057], [-0.104, -0.007, -0.012], [-0.149, -0.336, 0.148], [0.097, -0.137, 0.169], [0.098, 0.088, 0.022], [0.061, -0.004, 0.114], [-0.080, 0.124, 0.177], [0.098, 0.002, -0.045], [-0.164, -0.021, -0.091], [0.078, -0.040, 0.040]]}